The ion C5H10NO with charge +1 in a non-equilibrium geometry, computed with ωB97M-V with the def2-TZVPD basis set.

```
17
Properties=species:S:1:pos:R:3:mulliken_charge:R:1
N 0.3217 -1.7744 0.2713 -0.28
H -0.0342 -2.6703 0.0449 0.31
H 2.2823 1.8848 0.2546 0.36
C -1.4409 0.0030 0.2258 -0.04
H 1.2735 1.0011 -1.7627 0.49
H -1.7904 -0.7136 1.0822 0.08
H 1.0294 1.1611 1.2799 0.22
C 1.0399 0.5582 -0.8552 0.01
H -3.0036 1.3571 0.5673 0.30
H 1.3308 -1.4877 0.3923 0.37
H -1.7550 1.7340 -0.8272 0.26
H -0.0410 -1.7335 1.2413 0.38
O 2.1076 -0.0419 -0.1929 -0.55
C -0.3141 -0.6684 -0.5429 -0.09
H -0.5519 -0.9051 -1.5920 0.38
C 1.6083 1.1401 0.3699 -0.40
C -2.0626 1.1554 0.0435 -0.79
```

* max |F|: 0.09690 hartree/bohr
* Kohn-Sham gap: 10.630 eV
* charge: +1
* HOMO: -14.058 eV
* energy above the lowest of the compared OMol25 structures with the same formula, charge and spin: 413.2 kJ/mol
* SMILES: C=C[C@H]([NH3+])[C@H]1CO1


A structure of composition C13H9AlBrN2O4S4, computed with ωB97M-V with the def2-TZVPD basis set.

```
34
Properties=species:S:1:pos:R:3:mulliken_charge:R:1
O -0.4496 1.9171 -0.1699 -0.45
H -1.8446 -5.9835 1.8641 0.39
O 1.2302 0.2348 0.2064 -0.27
H 1.9436 7.4089 -0.4319 0.36
C 2.4674 4.0695 -0.2602 -0.40
S -0.5569 0.5125 2.7034 -0.28
C -1.2311 -4.3282 0.6604 0.31
S -2.9966 0.3184 -0.0037 -0.31
H -0.4036 6.6481 -0.3783 0.36
C 2.7479 5.4202 -0.3430 -0.46
C 1.1372 3.6548 -0.2124 0.28
N 1.7183 1.4074 0.0955 -0.51
O 0.0462 -2.3048 -2.1238 -0.69
S -3.3643 1.6049 1.5550 -0.16
C 0.3997 5.9239 -0.3465 -0.52
H 0.2392 -6.9720 -1.7402 0.36
H 3.7776 5.7517 -0.3791 0.36
H -0.9094 -7.6864 0.3443 0.35
C -0.3882 -2.4779 -0.9983 0.71
H 3.2524 3.3294 -0.2362 0.44
C 1.7174 6.3512 -0.3797 -0.44
C -0.5919 -3.9051 -0.5079 0.41
C -1.3395 -5.6845 0.9560 -0.67
Al -0.6917 0.1348 0.3758 0.28
O -0.6541 -1.5327 -0.1666 -0.21
S -2.5583 0.5907 3.1642 -0.15
C 0.1000 4.5731 -0.2636 -0.29
C -0.8132 -6.6348 0.1020 -0.38
N 0.8135 2.2785 -0.0997 0.88
H 0.4119 -4.5502 -2.2574 0.43
Br -2.0396 -3.1606 1.9198 -0.14
C -0.0754 -4.8894 -1.3541 -0.50
H -0.9196 4.2157 -0.2311 0.48
C -0.1752 -6.2353 -1.0633 -0.57
```

* max |F|: 0.01726 hartree/bohr
* Kohn-Sham gap: 6.797 eV
* charge: -1
* HOMO: -4.367 eV